[1]
The following is a DFT calculation (ωB97M-V/def2-TZVPD) of a cluster of 7 separate species, C8H28BrO6 in total.

Output
DFT total energy = -91079.1080 eV
F_max = 1.1 eV/Å
Kohn-Sham gap = 0.3390 hartree
net charge = -1

Each line ends with the Löwdin charge.
Geometry (Å):
Br -0.49802 0.18204 0.50550  0.19
C 0.49323 -3.97824 0.27303  -0.07
C 1.58667 -3.58022 -0.71201  -0.50
C 1.54396 -4.47450 -1.93128  -0.07
O 1.39232 -2.24053 -1.12007  -0.09
H -0.50911 -3.80845 -0.13965  0.08
H 0.42371 -3.42379 1.21204  0.07
H 0.55518 -5.04120 0.53323  0.07
H 2.54311 -3.67345 -0.18000  0.13
H 0.63498 -4.31476 -2.51288  0.08
H 1.54063 -5.50444 -1.56343  0.07
H 2.37701 -4.38084 -2.62890  0.07
H 1.21361 -1.66204 -0.36590  -0.03
C -1.81263 3.71082 -1.62128  -0.18
O -1.99878 3.26977 -0.29073  -0.15
H -1.55595 2.89232 -2.29856  0.07
H -2.72368 4.21129 -1.95138  0.06
H -0.96687 4.40709 -1.67771  0.07
H -1.60852 2.38806 -0.19756  -0.04
C 0.25034 3.95252 2.70052  -0.19
O -0.57242 2.81436 2.66306  -0.16
H -0.32969 4.83423 2.96978  0.07
H 1.06163 3.84199 3.43585  0.06
H 0.73109 4.10957 1.72812  0.08
H -0.21276 2.17690 2.02960  -0.05
C 0.74131 0.58421 -3.30472  -0.20
O 0.83704 1.52812 -2.27243  -0.18
H 1.61489 -0.07992 -3.35990  0.07
H -0.11583 -0.08920 -3.18262  0.07
H 0.65424 1.11871 -4.25087  0.07
H 0.77075 1.07813 -1.41517  -0.06
C 3.21086 -0.59880 1.27046  -0.19
O 2.19643 -1.11226 2.09554  -0.17
H 3.86010 -1.42840 0.98819  0.07
H 2.77007 -0.16554 0.36691  0.06
H 3.83834 0.18136 1.71516  0.07
H 1.34803 -0.65966 1.97459  -0.05
C -4.56207 0.48314 1.73927  -0.20
O -3.32209 0.72064 2.35584  -0.16
H -4.61623 0.84168 0.70449  0.07
H -4.78367 -0.59495 1.73244  0.07
H -5.36756 0.98707 2.27701  0.07
H -2.63362 0.49718 1.70642  -0.07

Forces on atoms 1 to 3 (eV/Å):
0.2 0.0 0.0
-1.0 -0.4 0.3
-0.5 0.6 0.8

[2]
The following is a DFT calculation (ωB97M-V/def2-TZVPD) of a structure of composition C8H28CoN9O6.

Output
DFT total energy = -72062.6944 eV
2S+1 = 4
⟨S²⟩ = 3.7597
F_max = 7.4 eV/Å
Kohn-Sham gap (spin up / spin down) = 0.2924 / 0.2084 hartree
net charge = +1

Each line ends with the Löwdin spin population.
Geometry (Å):
Co -0.56085 0.44787 -0.37416  2.00
O 1.58691 1.42633 -2.21263  0.97
H 2.26001 2.05328 -2.54189  0.02
C -1.32792 -1.34158 -4.26206  0.00
C -2.46318 -1.47913 -3.25100  0.00
C -2.17730 -2.68434 -2.32914  0.00
O -1.00759 -2.29312 -1.56473  0.00
C -0.52563 -3.32678 -0.70782  0.00
N -2.49028 -0.23655 -2.57670  0.00
H -0.30621 -1.29739 -3.88488  0.00
H -1.47303 -0.45922 -4.88536  0.00
H -1.41710 -2.11579 -5.02412  0.00
H -3.40156 -1.62140 -3.78702  0.00
H -1.85822 -3.57912 -2.86359  0.00
H -3.03890 -2.87237 -1.68853  0.00
H 0.51439 -3.28313 -0.38444  0.00
H -0.69561 -4.33057 -1.09723  0.00
H -1.17319 -3.21391 0.16168  0.00
H -3.48551 -0.23797 -2.40458  0.00
H -2.34676 0.48470 -3.26900  0.00
C -0.51850 5.05398 1.31780  0.00
O -0.61524 3.90344 1.02203  0.00
N -0.46064 5.62317 2.50197  0.00
N -0.46223 5.90365 0.34566  0.00
H -0.66532 6.61219 2.50796  0.00
H -0.73070 5.05295 3.29065  0.00
H -0.54590 6.87097 0.62386  0.00
H -0.62335 5.62697 -0.61225  0.00
C -3.65411 -0.97601 2.78115  0.00
O -3.12363 -0.31524 1.86965  0.00
N -3.66324 -0.52172 3.99279  0.00
N -4.11981 -2.18058 2.70322  0.00
H -4.20915 -1.03062 4.67330  0.00
H -3.26127 0.38192 4.19762  0.00
H -4.23847 -2.73034 3.54214  0.00
H -3.94718 -2.75384 1.88979  0.00
C 5.15316 -1.30279 -1.72694  0.00
O 6.22629 -1.85949 -1.67308  0.00
N 4.98612 -0.03291 -1.71356  0.00
N 4.06974 -1.83952 -2.09755  0.00
H 5.56398 0.73807 -1.41064  0.00
H 4.03017 0.24489 -1.88413  0.00
H 3.29222 -1.19661 -2.14470  0.00
H 4.03157 -2.84159 -2.21790  0.00
C 2.38672 0.25347 3.15727  0.00
O 1.50666 -0.14534 2.44852  0.00
N 3.59264 -0.26256 3.16238  0.00
N 2.43014 1.24975 3.94937  0.00
H 4.39226 0.13230 3.63649  0.00
H 3.63440 -1.06940 2.55628  0.00
H 3.35509 1.61776 4.12002  0.00
H 1.57516 1.75319 4.13820  0.00

Forces on atoms 1 to 3 (eV/Å):
-0.6 -0.5 -0.4
0.0 -0.2 0.2
-0.2 0.0 0.0

[3]
The following is a DFT calculation (ωB97M-V/def2-TZVPD) of a structure of composition C8H28LiN2O5.

Output
DFT total energy = -22155.4615 eV
2S+1 = 2
⟨S²⟩ = 0.7545
F_max = 5.2 eV/Å
Kohn-Sham gap (spin up / spin down) = 0.3344 / 0.1228 hartree
net charge = +2

Each line ends with the Löwdin spin population.
Geometry (Å):
Li -1.19205 -1.15267 -0.99636  0.00
C -0.68065 -3.97667 2.08192  0.00
C -0.54433 -2.83029 1.20663  0.00
C 0.86319 -2.03906 1.32875  0.00
O 1.88613 -2.93209 0.73636  0.00
C 3.10817 -2.53012 1.05551  0.00
N -0.87437 -3.12286 -0.13637  0.00
H -1.66543 -4.43803 2.00798  0.00
H -0.51384 -3.81214 3.14644  0.00
H 0.14817 -4.66950 1.93656  0.00
H -1.33765 -2.27206 1.70373  0.00
H 0.99031 -1.95904 2.40835  0.00
H 0.79026 -1.04764 0.88168  0.00
H 3.45225 -3.04046 1.95510  0.00
H 3.17628 -1.45256 1.20499  0.00
H 3.86342 -2.67955 0.28392  0.00
H -0.07722 -3.65852 -0.44897  0.00
H -1.61482 -3.80604 -0.06509  0.00
C 2.19740 2.63107 -1.18342  0.03
C 0.87061 2.35383 -0.50668  0.07
C 0.22048 3.60389 0.19434  0.08
O -0.99800 3.23949 0.86659  0.01
C -1.88565 4.27773 1.25390  0.00
N 0.01897 1.95617 -1.67952  0.69
H 1.96467 3.18867 -2.09062  0.00
H 2.64258 1.64993 -1.34857  0.00
H 2.85834 3.27907 -0.60780  0.00
H 1.05020 1.53974 0.19553  0.00
H 0.02290 4.34149 -0.58349  0.00
H 0.89876 4.17857 0.82503  0.02
H -2.82602 3.72655 1.25143  0.00
H -2.15729 5.00219 0.48613  0.00
H -1.79283 4.74362 2.23493  0.00
H -0.31959 2.76293 -2.18412  0.02
H -0.76161 1.44749 -1.28962  0.02
O 0.66245 -0.91165 -2.01265  0.02
H 1.10939 -0.06758 -2.07615  0.01
H 1.19988 -1.50763 -2.53440  0.00
O -2.67466 -1.18380 -2.66875  0.00
H -2.41477 -0.55787 -3.34470  0.00
H -3.24664 -1.80303 -3.12220  0.00
O -1.95901 0.83736 -0.19518  0.02
H -2.77713 1.15950 -0.57353  0.00
H -1.68125 1.53159 0.40242  0.00

Forces on atoms 1 to 3 (eV/Å):
-0.2 -0.9 -0.3
1.7 -2.8 1.9
1.0 3.0 2.0